C36H46GeN12O4PSSe2Ti as an isolated structure, computed with ωB97M-V/def2-TZVPD.

The total charge is +1. The LUMO energy comes out at -2.57 eV. As for the relative energy (zero: lowest compared OMol25 entry of this formula, charge and spin): 0.00 kJ/mol. The value obtained for the molar mass is 1052.3 g/mol. The calculation puts the orbital gap at 0.27252 hartree.

Geometry (Å):
Ti 0.5568 -0.3036 -0.1338
Se 3.4383 -0.7478 3.3434
P 1.6303 -1.8650 3.3655
Se 0.7563 -2.3904 1.3828
C 1.8461 -3.4777 4.1871
C 0.9794 -4.5401 3.9334
C 1.1178 -5.7310 4.6291
C 2.1172 -5.8689 5.5825
C 2.9807 -4.8139 5.8376
C 2.8480 -3.6206 5.1426
C 0.3370 -1.0476 4.3559
C -0.9861 -1.4801 4.2740
C -1.9614 -0.8964 5.0666
C -1.6193 0.1117 5.9605
C -0.3007 0.5282 6.0589
C 0.6776 -0.0448 5.2557
H 0.2032 -4.4456 3.1856
H 0.4439 -6.5525 4.4243
H 2.2227 -6.7992 6.1251
H 3.7611 -4.9179 6.5800
H 3.5254 -2.7971 5.3306
H -1.2502 -2.2819 3.5939
H -2.9877 -1.2339 4.9980
H -2.3816 0.5713 6.5753
H -0.0303 1.3055 6.7628
H 1.7087 0.2803 5.3228
C -2.5862 2.1155 -6.6571
C -2.6561 3.4709 -5.9699
S -1.6646 3.5611 -4.5042
O -2.0151 2.4427 -3.6485
O -1.7310 4.8936 -3.9670
C 0.0213 3.2948 -5.0571
C 1.0099 3.8514 -4.0351
N 0.8221 3.2779 -2.7001
C 1.0321 1.9838 -2.3652
N 0.5702 1.7264 -1.1441
C 0.0241 2.8972 -0.6814
C 0.1685 3.8487 -1.6282
N -0.1384 5.2483 -1.4789
O -0.9719 5.5219 -0.6462
O 0.4871 6.0421 -2.1553
C 1.6887 1.0068 -3.2698
H -3.2961 2.0923 -7.4823
H -2.8372 1.3134 -5.9642
H -1.5966 1.9244 -7.0729
H -3.6596 3.6947 -5.6002
H -2.3429 4.2992 -6.6063
H 0.1511 3.8250 -6.0015
H 0.1456 2.2258 -5.2265
H 0.9029 4.9257 -3.9404
H 2.0265 3.6420 -4.3640
H -0.4269 3.0051 0.2869
H 0.9403 0.3926 -3.7743
H 2.3157 0.3391 -2.6865
H 2.3084 1.5074 -4.0121
N 4.2321 -3.0847 0.7070
C 5.1835 -2.1708 0.5036
N 6.4617 -2.4983 0.6988
N 4.9501 -0.9359 0.0541
C 3.7391 -0.5367 -0.0639
N 2.6567 -0.1310 -0.2196
H 4.4574 -3.9300 1.2056
H 3.2592 -2.7942 0.7707
H 6.7374 -3.3951 1.0543
H 7.1601 -1.7925 0.5467
N -2.9483 3.1283 4.6363
C -1.9676 2.8692 4.0981
C -0.7436 2.5450 3.4201
C 0.4440 3.2165 3.6985
C 1.5804 2.8326 3.0172
C 1.4902 1.8220 2.0728
N 0.3473 1.1871 1.7834
C -0.7427 1.5354 2.4695
H 0.4646 4.0088 4.4345
H 2.5347 3.3030 3.2045
H 2.3634 1.5140 1.5168
H -1.6619 1.0103 2.2522
N -4.3303 1.3579 -1.9879
C -3.7184 0.6620 -1.0037
C -2.3100 0.5865 -0.9641
N -1.6885 -0.1024 -0.0236
C -2.4389 -0.7493 0.8869
C -3.8148 -0.6584 0.8335
N -4.4625 0.0406 -0.0931
H -3.7805 1.9464 -2.5937
H -5.3222 1.5022 -1.9147
H -1.7170 1.0832 -1.7170
H -1.9202 -1.3287 1.6350
H -4.4226 -1.1706 1.5697
C -1.9018 -0.9238 -3.9914
Ge -1.0818 -2.2371 -2.7758
C -0.0794 -3.5284 -3.8479
C -2.5004 -3.1412 -1.7859
C 0.1482 -1.3563 -1.5553
H -2.1231 -1.4049 -4.9459
H -1.2404 -0.0760 -4.1756
H -2.8367 -0.5322 -3.5874
H -0.7376 -4.0315 -4.5573
H 0.3795 -4.2850 -3.2109
H 0.7115 -3.0299 -4.4106
H -3.1002 -3.7490 -2.4644
H -3.1638 -2.4210 -1.3059
H -2.0796 -3.7896 -1.0169
H 1.2085 -1.6774 -1.6447

Atom charges from the Löwdin analysis, given in e for atoms 1 to 99: 0.527 0.334 0.218 0.463 -0.403 -0.121 -0.074 -0.075 -0.073 -0.111 -0.398 -0.118 -0.066 -0.081 -0.078 -0.112 0.058 0.108 0.107 0.108 0.062 0.078 0.110 0.110 0.114 0.064 -0.098 -0.286 0.672 -0.330 -0.275 -0.189 -0.116 0.062 -0.289 0.048 -0.018 -0.137 -0.336 0.124 0.096 0.022 0.088 0.068 0.078 0.115 0.111 0.123 0.097 0.113 0.136 0.121 0.079 0.065 0.090 0.201 -0.506 0.199 0.140 -0.336 0.074 0.125 0.001 0.121 0.124 0.191 -0.173 -0.196 0.017 -0.017 -0.166 0.020 -0.084 0.135 0.122 0.069 0.108 0.168 -0.350 -0.073 -0.027 -0.160 -0.099 0.149 0.066 0.114 0.087 0.055 0.119 -0.212 0.737 -0.222 -0.198 -0.421 0.027 -0.014 0.010 0.022 0.021